(1)
Formula: C3H8BrPS
Source: the Open Molecules 2025 dataset
Level of theory: ωB97M-V/def2-TZVPD

For the calculated total energy, the calculation gives -3432.5957 hartree. As for the relative energy (zero: lowest compared OMol25 entry of this formula, charge and spin): 2.607 eV. The value obtained for the frontier orbital gap is 0.283 Ha. The LUMO energy is -0.5 eV.

Last column: Löwdin charge in e.
Geometry (Å):
C: 1.642 -0.159 -1.554  -0.1765
C: -1.097 0.563 2.032  -0.3196
C: 0.888 -1.077 -0.621  -0.0872
P: -1.083 0.489 0.192  -0.0232
S: -1.163 2.240 -0.675  0.0913
Br: -2.838 -0.849 -0.189  0.2273
H: 1.003 0.268 -2.226  0.0186
H: 2.106 0.668 -1.127  0.0559
H: 2.173 -0.851 -2.238  0.0950
H: -1.983 1.038 2.254  0.0154
H: -0.739 -0.307 2.386  -0.0023
H: -0.377 1.224 2.374  0.0206
H: 1.215 -1.225 0.331  -0.0144
H: 0.253 -2.022 -0.941  0.0990

---

(2)
Formula: C3H8Cl2N2O4
Source: the Open Molecules 2025 dataset
Level of theory: ωB97M-V/def2-TZVPD

For the calculated total energy, the calculation gives -1449.3453 hartree. As for the expectation value of S²: 0.7567. The charge is +1. As for the relative energy (zero: lowest compared OMol25 entry of this formula, charge and spin): 0.000 eV. The value obtained for the frontier orbital gap (alpha / beta) is 0.340 / 0.126 Ha. The spin multiplicity is 2. The LUMO energy (alpha / beta) is -5.6 / -11.1 eV.

Last column: Löwdin spin population.
Geometry (Å):
C: -1.481 -0.032 2.181  0.0226
N: -1.873 -0.175 0.728  0.0089
O: -2.276 -1.278 0.348  0.4778
O: -1.892 0.764 -0.008  0.0612
H: -0.884 0.870 2.313  0.0102
H: -0.825 -0.853 2.469  0.0014
H: -2.361 -0.030 2.824  -0.0005
C: 2.223 1.287 -0.379  0.0021
N: 1.359 1.530 0.805  -0.0004
O: 1.246 0.588 1.580  0.0117
O: 0.960 2.665 1.035  0.0016
H: 1.501 1.048 -1.160  0.0005
H: 2.887 0.424 -0.324  0.0008
H: 2.785 2.195 -0.600  0.0006
C: -0.409 -1.765 -2.287  0.0477
Cl: 1.168 -1.944 -1.509  0.1723
Cl: -0.428 -2.233 -4.096  0.1416
H: -1.138 -2.370 -1.747  0.0236
H: -0.560 -0.691 -2.173  0.0165

---

(3)
Formula: C3H8Cl2NP
Source: the Open Molecules 2025 dataset
Level of theory: ωB97M-V/def2-TZVPD

For the calculated total energy, the calculation gives -1435.3780 hartree. As for the relative energy (zero: lowest compared OMol25 entry of this formula, charge and spin): 5.870 eV. The value obtained for the frontier orbital gap (alpha / beta) is 0.274 / 0.274 Ha. The LUMO energy (alpha / beta) is -0.8 / -0.8 eV.

Last column: Löwdin charge in e.
Geometry (Å):
C: -1.534 1.397 0.280  -0.1109
C: -0.828 0.370 -0.557  -0.3742
C: -0.079 -0.674 0.153  -0.4304
N: 1.908 0.582 0.375  -1.0166
P: 0.893 -1.981 -0.399  0.7577
Cl: 2.145 1.430 -1.108  0.4772
Cl: 3.098 -0.597 0.728  0.3964
H: -0.776 1.962 0.992  0.1247
H: -2.072 1.994 -0.321  0.0211
H: -2.136 0.825 1.083  0.0995
H: -1.421 -0.091 -1.320  0.1075
H: 0.025 1.017 -0.979  0.0236
H: -0.180 -0.652 1.290  0.1028
H: 0.912 -2.699 0.796  -0.0807
H: 0.045 -2.884 -1.012  -0.0976

---

(4)
Formula: C3H8ClN3
Source: the Open Molecules 2025 dataset
Level of theory: ωB97M-V/def2-TZVPD

For the calculated total energy, the calculation gives -743.5227 hartree. The SMILES is [H]/N=C\NNCCCl. As for the relative energy (zero: lowest compared OMol25 entry of this formula, charge and spin): 0.291 eV. The value obtained for the frontier orbital gap is 0.372 Ha. The LUMO energy is 0.8 eV.

Last column: Löwdin charge in e.
Geometry (Å):
H: 0.158 1.420 1.955  0.0143
N: 0.746 0.785 2.456  0.0708
C: 0.153 -0.348 2.445  -0.3063
N: -1.044 -0.631 1.758  -0.0750
N: -1.374 0.237 0.728  -0.1028
C: -0.873 -0.128 -0.605  -0.2866
C: 0.590 0.222 -0.876  -0.5822
Cl: 0.934 -0.007 -2.621  0.5364
H: 0.597 -1.219 2.981  0.1135
H: -1.276 -1.662 1.618  0.1522
H: -2.373 0.394 0.711  0.1167
H: -1.054 -1.186 -0.801  0.1030
H: -1.540 0.367 -1.317  0.1090
H: 1.281 -0.460 -0.360  0.0687
H: 0.819 1.246 -0.607  0.0684

---

(5)
Formula: C3H8ClNO
Source: the Open Molecules 2025 dataset
Level of theory: ωB97M-V/def2-TZVPD

For the calculated total energy, the calculation gives -709.2864 hartree. The SMILES is CNC(C)=O.Cl. As for the relative energy (zero: lowest compared OMol25 entry of this formula, charge and spin): 0.692 eV. The value obtained for the frontier orbital gap is 0.392 Ha. The LUMO energy is 0.7 eV.

Last column: Löwdin charge in e.
Geometry (Å):
C: -1.441 1.379 -0.209  -0.0772
N: -0.070 0.847 -0.021  0.0049
C: 0.290 -0.462 0.175  -0.5276
C: -0.684 -1.527 -0.221  0.0127
O: 1.468 -0.705 0.432  -0.0161
H: -1.672 1.841 -1.160  0.0685
H: -2.132 0.491 0.076  0.1017
H: -1.611 2.219 0.513  0.0883
H: 0.576 1.534 0.353  0.1359
H: -0.265 -2.443 -0.465  0.0696
H: -1.463 -1.053 -0.766  0.0528
H: -1.127 -1.750 0.770  0.1093
Cl: 4.668 -0.367 0.010  0.1986
H: 3.464 -0.003 0.512  -0.2214

---

(6)
Formula: C3H8ClNO3S
Source: the Open Molecules 2025 dataset
Level of theory: ωB97M-V/def2-TZVPD

For the calculated total energy, the calculation gives -1257.8377 hartree. As for the relative energy (zero: lowest compared OMol25 entry of this formula, charge and spin): 2.772 eV. The value obtained for the frontier orbital gap is 0.390 Ha. The LUMO energy is 0.2 eV.

Last column: Löwdin charge in e.
Geometry (Å):
C: 0.826 -0.371 0.267  -0.1420
C: 1.445 -0.381 -1.142  -0.2541
C: 0.787 0.681 -1.982  -0.6265
H: -2.429 -1.329 2.378  0.1098
H: -1.292 -0.111 3.159  0.2001
H: 1.254 0.450 1.073  0.1764
H: 0.969 -1.238 0.797  0.0693
H: 1.268 -1.399 -1.765  0.1606
H: 2.539 -0.357 -1.018  0.1130
H: 1.089 1.862 -1.810  0.1352
H: -0.327 0.407 -1.976  0.0846
N: -1.383 -0.972 2.213  -0.1300
O: -0.718 1.413 1.709  -0.3174
O: -2.937 0.371 0.828  -0.2883
O: -0.634 -0.042 -0.121  -0.3293
S: -1.520 0.348 1.152  0.5445
Cl: 1.063 0.666 -3.762  0.4943

---

(7)
Formula: C3H8ClNOS
Source: the Open Molecules 2025 dataset
Level of theory: ωB97M-V/def2-TZVPD

For the calculated total energy, the calculation gives -1107.3794 hartree. As for the relative energy (zero: lowest compared OMol25 entry of this formula, charge and spin): 1.426 eV. The value obtained for the frontier orbital gap is 0.349 Ha. The LUMO energy is -0.2 eV.

Last column: Löwdin charge in e.
Geometry (Å):
C: -0.681 -0.691 -1.246  -0.0597
C: -0.393 1.471 -0.215  -0.1228
C: -1.168 0.292 -0.562  -0.3456
N: -1.370 -0.510 2.755  -0.2808
O: 0.733 -1.365 1.767  -0.4909
S: -0.724 -1.409 1.751  0.8244
Cl: 3.815 -0.785 -1.885  0.2580
H: 0.371 -0.846 -1.465  0.0590
H: 4.489 -0.189 -2.801  -0.2500
H: -1.077 -1.647 -1.570  0.0638
H: 0.628 1.368 -0.345  0.0485
H: -0.599 1.597 0.901  0.0902
H: -0.627 2.436 -0.682  0.0855
H: -2.135 0.221 0.048  0.1139
H: -1.262 0.058 3.548  0.0064

---

(8)
Formula: C3H8FN
Source: the Open Molecules 2025 dataset
Level of theory: ωB97M-V/def2-TZVPD

For the calculated total energy, the calculation gives -273.6894 hartree. The SMILES is C[C@H](N)CF. As for the relative energy (zero: lowest compared OMol25 entry of this formula, charge and spin): 0.717 eV. The value obtained for the frontier orbital gap is 0.374 Ha. The LUMO energy is 1.2 eV.

Last column: Löwdin charge in e.
Geometry (Å):
C: 0.867 -0.663 -0.973  -0.0825
C: -0.198 -0.586 0.110  -0.4373
N: -1.571 -0.831 -0.404  0.0143
C: -0.130 0.794 0.762  -0.2622
F: 1.059 1.305 0.577  -0.0185
H: 1.903 -0.855 -0.570  0.0987
H: 0.772 0.196 -1.671  0.0914
H: 0.690 -1.454 -1.673  0.0542
H: 0.024 -1.310 0.939  0.1334
H: -1.763 -1.775 -0.749  0.0742
H: -2.330 -0.203 -0.083  0.0774
H: -0.821 1.476 0.201  0.1343
H: -0.246 0.730 1.845  0.1227